# 1
47
Properties=species:S:1:pos:R:3:forces:R:3:lowdin_charge:R:1 method="wB97M-V/def2-TZVPD" charge=0 e_tot_ev=-32725.922 lumo_ev=-0.3808 smiles="CCC(=O)NC=O.O.O.O.O.O.O.O.O.O.O.O"
O 3.488637 -0.907510 -3.192990 0.73 -0.85 -0.49 -0.063
O 0.256363 0.966526 -1.505087 0.01 0.45 0.60 0.040
O 0.326827 -1.870693 2.720416 -0.12 -0.10 0.31 -0.057
O 1.053724 -2.035658 -2.383468 -0.69 0.33 0.08 -0.055
O -2.206422 -2.584393 1.786080 -0.03 -0.48 -0.55 -0.060
O -0.879492 3.458874 1.489913 -0.35 0.31 -0.37 0.123
O 1.081558 1.165115 -4.247560 0.12 -0.25 0.44 -0.078
O -2.774032 0.046590 2.150357 0.90 -0.32 0.60 -0.069
O -1.278905 -3.151028 -1.083385 -0.01 -0.10 0.30 -0.052
O -3.332364 1.329238 -0.032870 -0.26 -1.12 -0.19 -0.059
O 2.401003 -2.601669 0.247797 -0.14 0.15 0.61 -0.058
O -1.834534 0.691400 -3.835891 -0.29 -0.04 1.36 -0.048
O -0.301477 0.081691 4.887061 0.08 -0.36 -0.32 -0.062
N -0.101715 1.494161 0.707785 -0.40 -1.65 -0.26 0.122
C 0.300805 0.699110 -0.315731 0.80 -0.54 -2.03 -0.308
C 2.499172 2.670046 0.849770 0.86 -1.92 0.90 -0.101
C -0.053490 2.900566 0.825622 1.30 -0.34 1.66 -0.417
C 1.306423 3.488074 0.426658 -0.69 -0.08 -0.87 -0.139
H 3.506319 3.055621 0.623244 -0.70 0.40 -0.14 0.089
H 0.546283 -2.539499 3.386420 0.06 0.13 -0.31 0.072
H -3.631554 2.129317 -0.449098 0.45 0.67 0.00 0.039
H -2.894736 -3.188322 2.074336 -0.01 0.02 0.25 0.061
H 1.338990 3.338096 -0.670029 -0.14 1.18 0.19 0.125
H 2.697940 -1.418233 -2.961925 -0.10 0.72 0.23 -0.017
H -3.380038 -0.444665 1.578412 -0.10 0.51 0.32 0.049
H 0.738060 -0.296815 -0.085235 -0.48 0.28 0.88 0.138
H 3.051514 -2.545473 -0.459040 -0.28 -0.06 -0.23 0.038
H 0.283362 1.539418 -3.850182 0.03 -0.11 -0.27 -0.003
H 2.438582 1.714199 0.320656 0.28 0.08 -0.21 0.055
H -2.471848 1.385908 0.405411 -0.46 0.71 -0.23 -0.003
H 1.322359 4.513325 0.814651 -0.05 -0.17 -0.64 0.125
H -1.870775 -2.110682 2.555802 -0.10 0.08 0.02 0.018
H 3.500073 -0.020348 -2.847834 -0.52 0.22 0.28 0.022
H -3.230044 0.669870 2.725232 -0.37 -0.12 -0.43 0.068
H -2.113693 1.171101 -3.040145 -0.31 0.88 -0.51 0.035
H -1.604081 -0.080280 -3.306716 0.45 -0.76 -0.72 0.024
H 1.282326 0.438998 -3.632437 0.05 0.33 -0.43 -0.012
H 0.488299 -0.276726 4.459107 0.03 0.26 0.15 0.016
H 1.549409 -2.826960 -0.142577 0.38 -0.11 -0.53 0.005
H -0.986535 -0.354855 4.364981 -0.12 0.21 0.09 0.003
H 2.554966 2.301684 1.890926 -0.37 0.74 -0.10 0.090
H 0.363119 -2.352128 -2.981923 0.31 -0.24 -0.01 0.070
H 0.136264 -2.368210 1.915656 0.17 -0.01 0.12 0.027
H -1.502951 -3.368072 -0.164933 -0.01 0.27 -0.11 0.013
H 0.541906 -1.418842 -1.830882 0.37 -0.14 -0.21 0.013
H -0.525422 0.863866 1.386013 -0.17 0.95 0.84 0.137
H -2.080174 -3.351731 -1.572367 -0.11 -0.02 -0.09 0.045

# 2
22
Properties=species:S:1:pos:R:3:forces:R:3:lowdin_charge:R:1 method="wB97M-V/def2-TZVPD" charge=0 e_tot_ev=-80586.210 lumo_ev=0.4445 smiles="C=C=C1C=CC=CC1.C=CBr"
Br 2.773626 0.572692 0.932105 0.51 -0.14 -0.15 0.613
C -1.039683 1.849685 -0.126084 -4.18 -1.12 -2.78 -0.138
C 2.593156 -0.994065 -0.195082 2.01 0.05 3.24 -0.569
C -0.900903 0.360074 -0.528364 0.30 -0.08 -1.36 -0.213
C 3.089450 -2.160921 0.186791 -1.69 -0.13 -0.76 -0.081
C -0.006308 -0.413884 -2.916749 -0.91 -0.33 1.43 0.004
C -1.837132 1.118283 2.021218 -1.42 0.01 2.08 -0.099
C -0.533352 -0.003336 -1.767681 0.76 -0.15 0.38 -0.034
C -1.037331 -0.615177 0.555097 0.37 -0.19 -1.03 -0.080
C -1.849957 2.087593 1.086965 0.45 -0.63 1.42 -0.086
C -1.383886 -0.240447 1.780931 0.74 0.22 -1.58 -0.099
H 2.018029 -0.623638 -0.945769 -1.82 -0.20 -2.26 -0.045
H -1.354684 -1.089329 2.412596 -0.48 0.03 1.57 0.093
H -1.588851 2.389762 -0.960594 0.86 -0.58 0.60 0.139
H -0.601397 -0.951645 -3.623575 -0.82 0.18 -0.51 0.040
H -2.329531 1.145727 3.035256 0.23 0.81 -1.28 0.115
H -2.404729 3.032739 1.176673 0.46 -0.52 0.24 0.110
H -0.087343 2.188021 -0.146187 3.03 1.55 0.56 0.066
H 3.734433 -2.367512 0.998130 0.51 0.52 0.90 0.042
H 2.602180 -3.063139 -0.160630 0.41 -0.09 -0.95 0.060
H -0.886157 -1.675815 0.370620 0.19 0.21 -0.29 0.115
H 1.030370 -0.545667 -3.185665 0.47 0.56 0.55 0.047

# 3
6
Properties=species:S:1:pos:R:3:forces:R:3:lowdin_charge:R:1 method="wB97M-V/def2-TZVPD" charge=0 e_tot_ev=-12690.491 lumo_ev=-0.8031 smiles="O=[SiH2].F"
Si -1.005728 -0.126233 0.049686 0.14 -1.23 -1.20 0.647
F 2.159798 -0.111097 0.028019 0.95 -1.35 -0.17 -0.092
O -0.299164 1.191312 -0.169634 0.12 0.90 0.48 -0.462
H -2.513820 -0.296906 0.062528 0.76 -0.01 0.29 -0.068
H 1.764032 0.677033 0.234732 -0.99 1.35 0.07 0.016
H -0.105119 -1.334110 -0.205330 -0.98 0.35 0.53 -0.041

# 4
48
Properties=species:S:1:pos:R:3:forces:R:3:lowdin_spin:R:1 method="wB97M-V/def2-TZVPD" charge=+1 e_tot_ev=-57537.550 lumo_ev="-4.7502 / -4.8671" multiplicity=5
Fe -0.636029 1.989779 1.382201 1.28 -1.58 -1.08 3.704
O 1.502153 1.724364 1.786731 -0.11 0.40 0.11 0.037
O -1.845359 -1.038959 3.383864 0.30 -0.85 -0.15 0.002
O -0.288861 2.441902 -0.619138 -0.23 1.53 -0.30 0.039
O 0.938007 0.492007 -1.928014 0.15 0.29 0.89 0.001
O -0.246251 -1.727171 -0.944267 0.10 0.02 0.28 0.003
O -0.762352 0.171760 1.047229 -0.84 0.31 0.09 0.185
C 2.190201 0.434701 1.766556 -0.09 -0.17 -0.52 0.002
C 3.645515 0.617734 2.077337 0.22 0.27 0.73 0.001
C -1.324065 -2.866136 4.893424 0.23 -0.70 -0.17 0.000
C -1.123066 -2.296281 3.505776 -0.09 0.75 0.08 0.000
C 1.837114 1.106780 -4.040401 0.63 -0.06 0.72 0.000
C -2.338277 -2.664082 -1.773062 0.07 0.66 0.22 0.000
C -1.937477 3.587827 -2.066449 -0.90 -0.29 -0.08 0.001
C 1.018285 0.088246 -3.280919 -0.48 0.51 -0.90 0.000
C -0.674297 3.691733 -1.290166 0.69 0.66 0.98 0.007
C -1.044199 -2.918167 -1.028359 -0.13 -0.21 -0.08 0.000
H 0.009222 0.096593 -3.712560 0.01 -0.25 0.06 0.000
H -0.438700 -3.651984 -1.557177 0.10 0.07 0.02 0.000
H 1.688948 -0.199058 2.491246 -0.05 0.09 0.17 0.000
H 4.154847 1.277390 1.372251 -0.07 -0.11 -0.16 0.000
H -1.755429 -0.749994 2.460650 0.05 -0.06 0.30 0.000
H 1.840164 0.866211 -5.097580 -0.03 0.23 -0.15 0.000
H -0.048832 -2.101656 3.339917 -0.16 -0.09 0.04 0.000
H -2.137315 4.517575 -2.596548 0.13 0.03 -0.10 0.000
H -2.355529 -3.159051 5.084245 -0.13 0.40 -0.02 0.000
H 2.869062 1.123805 -3.671008 -0.06 -0.21 -0.17 0.000
H -2.112070 -2.089380 -2.673453 -0.08 -0.27 -0.16 0.000
H -1.973028 2.759160 -2.772703 0.24 0.04 -0.07 0.000
H -2.862187 -3.583391 -2.016966 0.01 -0.07 -0.07 0.000
H 1.421837 -0.917441 -3.373559 0.11 -0.07 0.13 0.000
H 4.162942 -0.339700 2.099698 -0.03 -0.04 -0.16 0.000
H -1.239457 -3.309440 -0.024377 0.08 0.05 -0.04 0.000
H -2.779646 3.452727 -1.378197 0.07 -0.07 -0.09 0.000
H -3.002333 -2.033557 -1.171815 -0.02 -0.15 0.00 0.000
H 2.065012 -0.007636 0.772121 -0.05 0.09 0.04 0.000
H 2.104479 2.358927 1.375776 -0.09 0.01 0.03 0.001
H 3.755739 1.058061 3.073394 0.02 -0.04 -0.08 0.000
H 0.184311 4.101995 -1.829785 -0.07 -0.52 -0.32 0.001
H -1.441608 -3.021594 2.746068 -0.13 0.17 0.05 0.000
H -0.713997 -1.063857 -0.416609 -0.64 -0.26 -0.06 0.001
H -0.768226 -3.810750 4.980268 0.10 0.27 -0.06 0.000
H -0.038614 -0.451999 0.980370 0.37 0.11 0.48 0.011
H -0.953199 -2.195556 5.663927 -0.15 0.11 0.04 0.000
H 0.273241 1.907677 -1.247820 -0.22 -0.60 0.38 0.001
H -0.818305 4.455603 -0.507338 -0.01 -0.38 0.05 0.001
H 0.529921 -0.239679 -1.429998 0.21 -0.03 -0.46 0.000
H 1.467706 2.113963 -3.834782 -0.27 -0.03 -0.38 0.000

# 5
36
Properties=species:S:1:pos:R:3:forces:R:3:lowdin_charge:R:1 method="wB97M-V/def2-TZVPD" charge=0 e_tot_ev=-47725.157 lumo_ev=-0.5989
Sc -0.284964 0.299445 -0.823032 -1.80 1.39 -5.28 0.798
O -2.626500 -0.901231 -3.760822 0.30 -0.18 -0.48 0.083
O -1.951605 -0.259245 -1.802093 0.29 0.35 1.95 -0.086
O 1.210202 -1.101556 -0.516172 1.74 -1.71 1.20 -0.211
O -1.172950 -1.184849 0.329312 -0.83 -1.43 2.13 -0.219
O -0.017917 -0.667930 -4.637144 -0.51 -0.26 -0.26 0.083
O 1.287010 1.471040 -0.144480 1.49 0.90 0.83 -0.233
O -1.245670 1.397901 0.643187 -0.76 0.87 2.03 -0.236
O 0.524482 -0.037787 -2.633959 0.94 0.32 1.66 -0.095
C 0.812328 2.550033 0.650168 -0.42 0.88 -0.08 -0.150
C -0.333950 -0.418672 -3.488342 1.75 -0.25 -2.95 -0.599
C 2.353025 0.740062 0.442306 0.56 -0.28 -0.04 -0.135
C -1.729726 -0.543548 -3.019431 -3.08 -0.63 -1.54 -0.599
C 0.986870 -2.078382 0.496478 -0.08 -0.41 0.21 -0.127
C -0.317091 2.031927 1.519186 0.24 0.55 0.09 -0.139
C -0.479159 -2.423362 0.389537 0.24 -0.45 -0.51 -0.105
C 2.497528 -0.495998 -0.421643 0.65 0.40 -0.46 -0.116
C -1.677187 -0.748947 1.583339 -0.42 0.19 0.36 -0.132
C -2.234894 0.638675 1.332280 -0.70 -0.34 -0.02 -0.116
H 0.067332 1.314347 2.250045 -0.05 -0.06 0.14 0.128
H 1.614478 3.007092 1.239463 -0.02 -0.25 0.04 0.145
H -0.867766 -0.722218 2.319320 0.01 -0.07 0.14 0.131
H -2.558994 1.132203 2.254741 0.18 -0.05 -0.07 0.147
H 3.270616 1.336513 0.433803 -0.05 -0.05 0.05 0.151
H -0.824398 -3.063253 1.208423 0.01 0.21 -0.06 0.149
H 0.423679 3.302657 -0.043873 0.05 -0.31 0.01 0.131
H -2.462836 -1.425373 1.935413 0.08 0.06 -0.02 0.152
H -0.670297 -2.938323 -0.557670 -0.05 0.12 0.10 0.161
H 2.781870 -0.205182 -1.438502 -0.21 -0.07 0.11 0.152
H 3.252956 -1.189629 -0.037259 -0.22 0.03 0.04 0.148
H -0.649222 1.903407 -1.692537 0.21 0.43 0.46 0.019
H -0.808278 2.854864 2.048439 0.04 -0.08 0.00 0.151
H -3.096729 0.569790 0.659982 0.23 0.03 -0.01 0.155
H 2.104004 0.469614 1.472969 0.06 0.04 0.13 0.130
H 1.208325 -1.655819 1.481844 0.11 -0.03 0.07 0.133
H 1.615429 -2.958264 0.326722 0.01 0.11 0.02 0.152

# 6
12
Properties=species:S:1:pos:R:3:forces:R:3:lowdin_charge:R:1 method="wB97M-V/def2-TZVPD" charge=0 e_tot_ev=-17017.620 lumo_ev="0.4146 / -0.3345"
S 1.651091 1.085311 0.522993 -1.07 -0.36 0.07 0.797
N -0.575948 0.696444 1.820569 -0.31 1.89 -2.75 -0.077
N 0.740089 0.471147 1.811104 0.50 -0.50 -0.45 -0.430
C 0.514717 -1.692114 0.044515 -0.52 -0.79 -1.56 0.083
C 0.628101 0.597752 -0.941177 -0.20 -0.12 2.16 -0.466
C 0.453621 -0.948015 -1.042039 1.42 2.75 4.47 -0.262
H 0.191016 -2.743213 0.125123 0.43 0.54 0.42 0.043
H 0.027358 -1.127183 -1.927421 -1.49 -1.70 -3.39 0.042
H -1.063422 0.170260 2.454046 -0.90 -1.54 2.24 0.050
H -1.179712 0.773140 0.965315 1.32 0.01 0.68 0.094
H 1.229828 1.078915 -1.718917 -0.94 -0.05 -0.39 0.056
H -0.421132 1.004105 -0.672174 1.76 -0.13 -1.50 0.071

Which ΔE to the lowest compared entry with this formula, charge and spin belongs to each record? In order, 90.8 66.9 77.5 17.9 0.0 148.1 kcal per mole.